53
Properties=species:S:1:pos:R:3:lowdin_charge:R:1 method="wB97M-V/def2-TZVPD" e_above_lowest_kcal_mol=445.8 largest_force_ev_per_a=6.73 gap_ev=3.02 e_tot_ha=-3679.16418 total_charge=0
Y 0.02 -0.35 -0.76 2.29
S -4.49 -3.00 -0.50 0.51
S 1.26 -3.11 3.79 0.46
S 1.82 4.65 -1.71 0.48
F 0.19 -3.16 6.30 0.13
F 3.15 3.54 -3.84 0.09
F -0.11 -1.30 5.24 0.07
F -1.32 -3.13 4.80 0.12
F 4.34 4.23 -2.26 0.10
F 3.36 5.81 -3.53 0.11
F -6.23 -0.94 -0.48 0.19
F -7.13 -2.90 -0.44 0.14
F -6.38 -2.07 1.30 0.18
O 0.42 -0.40 -4.13 -0.06
O -2.24 1.76 1.96 0.00
O -4.46 -4.37 0.08 -0.32
O -2.84 1.27 -2.29 -0.06
O 2.18 1.19 1.90 -0.06
O 0.49 -3.82 -1.81 -0.06
O 2.45 -2.58 4.42 -0.31
O -4.67 -3.07 -1.96 -0.36
O 3.89 -1.09 -1.33 0.04
O 0.87 5.63 -2.20 -0.33
O -3.36 -2.14 -0.10 -0.40
O 0.80 -2.56 2.48 -0.38
O 2.37 5.09 -0.44 -0.33
O 1.35 3.24 -1.77 -0.44
O 1.26 -4.51 3.77 -0.27
N -2.91 3.48 3.16 0.19
N 5.40 -1.63 -2.98 0.16
N 6.02 -0.74 -1.21 0.17
N -4.31 1.90 2.55 0.18
C 3.25 4.57 -2.97 -0.60
C -0.10 -2.67 5.10 -0.62
C -3.09 2.38 2.55 -0.82
C -6.19 -2.11 0.03 -0.76
C 4.97 -1.14 -1.81 -0.80
H 3.07 1.49 1.72 0.04
H -2.73 2.21 -2.45 0.05
H 1.12 -4.40 -1.37 0.05
H 0.83 -0.88 -4.85 0.06
H 6.05 -0.23 -0.34 0.14
H 4.83 -2.10 -3.67 0.11
H 2.04 1.38 2.82 0.05
H 0.19 0.45 -4.51 0.05
H -1.97 3.82 3.32 0.13
H -3.63 1.04 -2.78 0.05
H -4.93 2.46 3.12 0.11
H 0.07 -4.38 -2.46 0.05
H 6.28 -1.24 -3.29 0.11
H 6.90 -0.78 -1.70 0.12
H -3.60 3.97 3.71 0.12
H -4.61 1.25 1.84 0.12